[1]
Entry from the Open Molecules 2025 dataset: the ion C18H12N3O2S with charge -1 at a distorted geometry (wB97M-V/def2-TZVPD).

Geometry (Å):
N: 0.836 -0.659 4.549
C: 0.118 -0.832 3.625
C: -0.768 -1.153 2.608
C: -1.177 -0.231 1.503
C: -2.394 -0.793 0.912
N: -3.364 -1.332 0.560
H: -1.441 -1.989 2.829
H: -1.402 0.770 1.955
C: -2.744 -1.205 -4.280
C: -1.425 -0.772 -4.440
C: -0.800 -0.043 -3.422
C: -1.502 0.255 -2.248
S: -0.665 1.179 -0.924
C: -0.109 -0.020 0.422
C: 1.280 0.349 0.945
C: 2.079 -0.712 1.398
C: 3.285 -0.475 2.046
C: 3.728 0.843 2.211
C: 4.927 1.094 2.955
N: 5.891 1.301 3.587
C: 2.993 1.899 1.662
C: 1.763 1.655 1.043
O: 0.505 1.690 -1.597
O: -1.632 2.057 -0.306
C: -2.857 -0.054 -2.160
C: -3.459 -0.851 -3.136
H: -3.213 -1.820 -5.051
H: -0.868 -1.003 -5.351
H: 0.223 0.302 -3.544
H: -0.018 -0.936 -0.178
H: 1.723 -1.739 1.256
H: 3.858 -1.309 2.464
H: 3.361 2.923 1.747
H: 1.187 2.498 0.664
H: -3.437 0.306 -1.316
H: -4.485 -1.195 -2.988

## Properties
**HOMO energy**: -0.1197 Ha
**LUMO**: 2.58 eV
**Net charge**: -1
**SMILES**: N#Cc1ccc([C@@H]([C@@H](C#N)C=C=[N-])S(=O)(=O)c2ccccc2)cc1

=====

[2]
Entry from the Open Molecules 2025 dataset: the ion C3H9N2 with charge +1 at a distorted geometry (wB97M-V/def2-TZVPD).

Geometry (Å):
C: 0.209 0.728 0.072
C: 2.380 -0.273 0.264
C: -2.080 -0.222 -0.376
N: 1.294 -0.121 -0.432
N: -0.693 -0.348 0.154
H: 0.525 1.121 1.048
H: -0.091 1.485 -0.724
H: 2.604 0.469 0.937
H: 3.074 -1.032 0.287
H: -2.584 0.613 0.195
H: -2.029 0.151 -1.374
H: -2.534 -1.199 -0.161
H: 0.919 -0.737 -1.049
H: -0.993 -0.634 1.160

## Properties
**HOMO energy**: -0.5201 Ha
**ΔE to the lowest compared entry with this formula, charge and spin**: 284.8 kJ/mol
**LUMO**: -5.19 eV
**Net charge**: +1
**SMILES**: C=[NH+]CNC

=====

[3]
Entry from the Open Molecules 2025 dataset: an isolated molecule of C5H10O4Se at a distorted geometry (wB97M-V/def2-TZVPD).

Geometry (Å):
C: 0.256 1.324 1.095
C: -0.894 1.185 0.048
C: -0.564 0.174 -1.082
C: -0.059 -1.157 -0.479
C: 1.163 -0.771 0.521
O: 0.892 0.092 1.523
O: -1.316 2.458 -0.497
O: -1.833 -0.049 -1.641
O: 0.260 -2.084 -1.455
Se: 1.867 -2.330 1.478
H: 0.998 2.146 0.748
H: -0.106 1.888 2.023
H: -1.711 0.741 0.750
H: 0.370 0.529 -1.667
H: -0.798 -1.601 0.336
H: 2.179 -0.431 0.000
H: -2.070 2.528 -1.090
H: -1.586 -0.905 -2.034
H: 1.176 -1.959 -1.505
H: 1.776 -1.777 2.926

## Properties
**HOMO energy**: -0.3257 Ha
**ΔE to the lowest compared entry with this formula, charge and spin**: 52.1 kJ/mol
**LUMO**: 0.54 eV
**Net charge**: 0
**SMILES**: O[C@@H]1[C@@H](O)[C@H]([SeH])OC[C@H]1O

=====

[4]
Entry from the Open Molecules 2025 dataset: a cluster of 2 separate species, C2H5NOS in total at a distorted geometry (wB97M-V/def2-TZVPD).

Geometry (Å):
C: 1.119 -0.501 0.667
C: 0.262 -1.491 0.062
N: -0.931 1.207 -0.580
O: 0.506 -1.971 -1.041
S: 1.201 -0.177 2.265
H: -0.685 -1.790 0.743
H: 2.003 -0.099 0.036
H: -0.511 1.541 -1.514
H: -2.027 1.236 -0.648
H: -0.937 2.045 0.011

## Properties
**HOMO energy**: -0.3384 Ha
**ΔE to the lowest compared entry with this formula, charge and spin**: 232.9 kJ/mol
**LUMO**: -1.33 eV
**Net charge**: 0
**SMILES**: O=CC=S.N

=====

[5]
Entry from the Open Molecules 2025 dataset: the ion CH6NO4P2 with charge -1 at a distorted geometry (wB97M-V/def2-TZVPD).

Geometry (Å):
C: -0.982 -0.111 -0.046
N: -1.540 1.274 -0.247
O: 2.081 -2.563 1.100
O: 1.348 1.315 -0.377
O: 3.550 -0.666 0.506
O: 0.799 0.283 1.938
P: 2.351 -1.664 -0.070
P: 0.868 0.047 0.290
H: -1.374 -0.378 1.020
H: -0.755 1.839 0.148
H: 3.384 0.053 -0.134
H: -1.428 1.513 -1.277
H: -1.448 -0.791 -0.686
H: 0.979 -0.562 2.462

## Properties
**HOMO energy**: -0.1265 Ha
**ΔE to the lowest compared entry with this formula, charge and spin**: 57.5 kJ/mol
**LUMO**: 4.00 eV
**Net charge**: -1
**SMILES**: NC[P@@]([O-])(O)=P(=O)O

=====

[6]
Entry from the Open Molecules 2025 dataset: an isolated molecule of C2H7IP2 at a distorted geometry (wB97M-V/def2-TZVPD).

Geometry (Å):
C: -0.011 -1.584 0.061
C: 0.143 -0.127 -0.010
P: -1.036 3.026 -0.019
P: -1.262 0.765 -0.181
I: -3.440 -0.427 0.249
H: 0.927 -2.251 -0.169
H: -0.925 -1.745 -0.551
H: -0.262 -1.789 1.114
H: 0.814 0.261 0.673
H: -0.268 2.827 -1.228
H: -2.221 3.503 -0.722
H: -1.630 0.510 -1.621

## Properties
**HOMO energy (spin up / spin down)**: -0.2783 / -0.2783 Ha
**ΔE to the lowest compared entry with this formula, charge and spin**: 239.6 kJ/mol
**LUMO (spin up / spin down)**: -0.53 / -0.53 eV
**Net charge**: 0
**SMILES**: CC=[P@H](P)I

=====

[7]
Entry from the Open Molecules 2025 dataset: a structure of composition C2HEuF6NO5S2 at a distorted geometry (wB97M-V/def2-TZVPD).

Geometry (Å):
Eu: -1.100 -2.014 -0.435
N: 0.350 1.637 0.636
S: -0.015 0.637 1.782
O: -0.607 1.314 2.923
O: -0.737 -0.595 1.300
C: 1.572 -0.122 2.413
F: 2.361 0.835 2.861
F: 2.172 -0.762 1.422
F: 1.301 -0.968 3.388
S: 0.655 1.033 -0.893
O: 1.822 1.775 -1.463
C: -0.812 1.880 -1.699
F: -1.942 1.417 -1.186
F: -0.763 3.192 -1.550
F: -0.777 1.593 -2.995
O: -1.140 -3.951 -1.761
H: -1.872 -4.146 -2.363
O: -0.469 -2.754 -2.380

## Properties
**Multiplicity**: 7
**HOMO energy (spin up / spin down)**: -0.4907 / -0.4935 Ha
**ΔE to the lowest compared entry with this formula, charge and spin**: 447.5 kJ/mol
**<S²>**: 12.105
**LUMO (spin up / spin down)**: -9.34 / -6.43 eV
**Net charge**: +1

=====

[8]
Entry from the Open Molecules 2025 dataset: an isolated molecule of C7H12N2O at a distorted geometry (wB97M-V/def2-TZVPD).

Geometry (Å):
C: 0.242 1.915 -1.905
C: -0.338 -1.589 2.046
C: -1.150 0.093 -0.197
C: -0.021 -0.627 -0.532
C: 0.144 0.406 -1.894
C: 0.327 -0.574 1.155
N: -1.397 1.276 0.380
N: -0.017 -1.972 -0.927
C: 1.387 0.123 1.564
O: 0.400 -0.207 -2.906
H: -0.679 1.838 0.826
H: -2.284 1.646 0.676
H: 0.928 -2.341 -0.917
H: -0.456 -2.092 -1.832
H: -0.743 2.342 -2.097
H: 0.896 2.218 -2.722
H: 0.597 2.341 -0.969
H: -0.440 -2.544 1.530
H: 0.216 -1.746 2.970
H: -1.348 -1.270 2.314
H: 1.886 0.827 0.914
H: 1.850 -0.063 2.525

## Properties
**HOMO energy**: -0.2501 Ha
**ΔE to the lowest compared entry with this formula, charge and spin**: 592.4 kJ/mol
**LUMO**: 0.59 eV
**Net charge**: 0

=====

[9]
Entry from the Open Molecules 2025 dataset: a cluster of 2 separate species, C4H9N2 in total at a distorted geometry (wB97M-V/def2-TZVPD).

Geometry (Å):
C: -0.150 0.224 -0.328
C: -0.609 -1.104 2.340
C: -1.460 0.814 -0.098
C: 1.559 0.335 -2.103
N: 0.778 0.114 -1.014
N: 0.513 -1.073 1.775
H: -0.720 -1.582 3.259
H: -1.306 -0.620 1.733
H: -1.361 1.862 0.135
H: -2.196 0.382 0.464
H: -1.891 0.774 -1.090
H: 1.856 1.393 -2.176
H: 2.461 -0.248 -2.089
H: 1.126 0.156 -3.080
H: 1.399 -1.425 2.271

## Properties
**HOMO energy**: -0.5161 Ha
**ΔE to the lowest compared entry with this formula, charge and spin**: 367.4 kJ/mol
**LUMO**: -4.28 eV
**Net charge**: +1

=====

[10]
Entry from the Open Molecules 2025 dataset: a cluster of 2 separate species, C28H55BN3O5S in total at a distorted geometry (wB97M-V/def2-TZVPD).

Geometry (Å):
N: 4.426 -2.358 0.634
C: 4.035 -2.349 2.082
C: 2.855 -3.375 2.469
O: 2.429 -4.240 1.385
C: 1.602 -2.656 3.234
C: 1.116 -1.304 2.526
C: 0.946 0.044 3.450
B: 2.103 0.406 4.527
O: 1.879 1.588 5.372
O: 3.316 -0.344 4.767
N: -0.447 0.370 3.914
C: -1.322 -0.551 3.065
C: -2.809 -0.076 2.713
C: -2.909 1.052 1.570
C: -3.870 0.476 0.377
C: -3.587 1.238 -1.006
C: -3.538 0.259 -2.307
C: -1.989 -0.060 -2.696
C: -1.782 -0.486 -4.230
C: -0.280 -1.005 -4.569
C: 0.872 0.018 -4.112
C: 2.375 -0.619 -4.236
C: 3.102 -0.628 -2.778
C: 4.213 0.530 -2.608
N: 3.735 1.632 -1.698
C: 3.910 3.051 -2.010
C: 3.251 3.855 -0.844
C: 2.655 2.883 0.227
C: 3.041 1.532 -0.421
C: -0.441 -1.347 1.977
C: -0.329 -0.778 0.478
C: 0.419 -1.811 -0.507
C: -0.389 -3.198 -0.502
S: -0.134 -4.180 -2.077
H: 5.159 -1.619 0.556
H: 3.642 -1.964 0.068
H: 3.833 -1.258 2.375
H: 4.984 -2.655 2.675
H: 3.302 -4.086 3.268
H: 2.241 -3.731 0.567
H: 1.941 -2.536 4.321
H: 0.735 -3.406 3.223
H: 1.782 -0.872 1.683
H: 1.113 0.877 2.647
H: 2.411 2.352 5.045
H: 4.119 0.143 4.476
H: -0.740 1.372 3.928
H: -0.555 -0.001 4.891
H: -1.528 -1.392 3.843
H: -3.233 0.405 3.681
H: -3.526 -0.923 2.443
H: -1.883 1.368 1.134
H: -3.407 2.031 1.919
H: -3.557 -0.639 0.266
H: -4.945 0.532 0.753
H: -4.328 2.101 -1.171
H: -2.540 1.734 -0.939
H: -3.970 -0.760 -1.962
H: -4.121 0.679 -3.199
H: -1.373 0.889 -2.523
H: -1.683 -0.950 -2.049
H: -2.528 -1.351 -4.440
H: -2.107 0.373 -4.930
H: -0.251 -1.181 -5.714
H: -0.167 -2.042 -4.082
H: 0.862 0.895 -4.862
H: 0.678 0.468 -3.078
H: 3.014 -0.071 -5.008
H: 2.199 -1.732 -4.498
H: 2.264 -0.522 -2.010
H: 3.635 -1.625 -2.553
H: 5.206 0.136 -2.173
H: 4.493 0.990 -3.633
H: 4.427 3.495 -2.922
H: 3.186 4.984 -0.718
H: 2.087 3.059 1.194
H: 2.852 0.454 -0.070
H: -0.818 -2.428 2.095
H: 0.116 0.285 0.457
H: -1.415 -0.694 0.083
H: 1.526 -1.893 -0.237
H: 0.353 -1.385 -1.569
H: -1.514 -2.917 -0.496
H: -0.209 -3.799 0.454
H: -1.425 -4.645 -2.371
O: -7.262 5.136 -1.047
C: -6.062 5.016 -0.482
C: -6.137 3.956 0.732
O: -4.938 3.848 1.310
H: -5.618 5.932 -0.047
H: -5.236 4.659 -1.130
H: -6.565 3.035 0.291
H: -6.971 4.300 1.373

## Properties
**HOMO energy**: -0.0334 Ha
**LUMO**: 0.73 eV
**Net charge**: -1

=====

[11]
Entry from the Open Molecules 2025 dataset: a cluster of 2 separate species, C49H59ClN3O2 in total at a distorted geometry (wB97M-V/def2-TZVPD).

Geometry (Å):
C: -2.914 2.187 -2.654
C: -3.043 3.268 -1.593
C: -1.782 4.131 -1.565
C: -4.230 4.152 -2.025
C: -3.315 2.727 -0.160
C: -3.696 3.688 0.782
C: -4.400 3.326 1.927
C: -4.811 2.007 2.098
C: -4.445 1.033 1.156
C: -5.308 -0.254 0.975
C: -4.523 -1.535 1.231
C: -5.873 -0.283 -0.451
C: -6.507 -0.240 1.926
C: -3.381 1.368 0.269
N: -2.329 0.423 -0.043
C: -1.100 0.242 0.602
C: -0.505 1.029 1.652
C: 0.373 2.069 1.210
C: 0.856 2.039 -0.157
C: 2.134 2.432 -0.443
C: 2.898 2.918 0.642
N: 4.207 2.399 0.755
O: 4.765 2.458 1.869
O: 4.716 1.821 -0.237
C: 2.284 3.418 1.807
C: 0.954 3.114 1.990
N: -0.413 -0.731 -0.145
C: 0.875 -1.297 0.164
C: 1.023 -2.005 1.368
C: -0.120 -2.867 1.942
C: -1.195 -1.990 2.572
C: 0.406 -3.756 3.067
C: -0.804 -3.742 0.871
C: 2.247 -1.872 2.044
C: 3.230 -1.038 1.517
C: 3.202 -0.780 0.147
C: 2.048 -1.000 -0.610
C: 2.167 -0.994 -2.177
C: 3.608 -0.719 -2.650
C: 1.288 0.037 -2.869
C: 1.833 -2.387 -2.730
C: -1.256 -1.184 -1.149
C: -2.414 -0.507 -1.089
H: -3.804 1.549 -2.681
H: -2.835 2.668 -3.639
H: -2.021 1.569 -2.526
H: -1.934 5.025 -0.951
H: -0.930 3.575 -1.151
H: -1.514 4.462 -2.577
H: -4.357 5.028 -1.381
H: -4.078 4.515 -3.048
H: -5.163 3.576 -2.010
H: -3.514 4.742 0.584
H: -4.706 4.081 2.644
H: -5.472 1.752 2.932
H: -4.179 -1.594 2.270
H: -5.162 -2.406 1.028
H: -3.660 -1.601 0.568
H: -6.505 0.598 -0.622
H: -5.083 -0.280 -1.208
H: -6.485 -1.185 -0.597
H: -7.119 0.657 1.780
H: -7.149 -1.108 1.731
H: -6.196 -0.287 2.975
H: -0.904 0.969 2.654
H: 0.205 1.631 -0.936
H: 2.631 2.300 -1.407
H: 2.897 3.947 2.529
H: 0.341 3.598 2.749
H: -1.831 -1.516 1.821
H: -1.849 -2.569 3.246
H: -0.737 -1.176 3.144
H: 1.228 -4.410 2.751
H: 0.758 -3.146 3.903
H: -0.412 -4.381 3.441
H: -0.063 -4.298 0.275
H: -1.463 -4.459 1.385
H: -1.435 -3.164 0.178
H: 2.446 -2.416 2.959
H: 4.049 -0.648 2.119
H: 4.107 -0.410 -0.323
H: 4.290 -1.499 -2.289
H: 3.636 -0.731 -3.752
H: 3.977 0.264 -2.327
H: 0.231 -0.118 -2.642
H: 1.586 1.054 -2.590
H: 1.413 -0.067 -3.960
H: 0.838 -2.731 -2.427
H: 1.872 -2.372 -3.832
H: 2.576 -3.113 -2.374
H: -0.944 -1.937 -1.872
H: -3.250 -0.542 -1.758
Cl: -3.492 -2.778 7.616
C: -2.409 -1.868 6.651
C: -2.801 -0.632 6.112
C: -1.888 0.152 5.398
C: -0.553 -0.289 5.212
C: 0.485 0.559 4.613
C: 1.924 0.105 4.859
C: 2.817 1.385 4.865
C: 1.799 2.466 4.812
C: 0.509 1.977 4.689
C: -0.209 -1.588 5.720
C: -1.118 -2.361 6.427
H: -3.814 -0.285 6.277
H: -2.200 1.121 4.999
H: 2.046 -0.362 5.850
H: 2.262 -0.647 4.140
H: 3.468 1.428 5.756
H: 3.494 1.385 3.997
H: 2.103 3.511 4.874
H: -0.395 2.589 4.673
H: 0.806 -1.974 5.584
H: -0.829 -3.347 6.805

## Properties
**HOMO energy**: -0.3418 Ha
**LUMO**: -5.07 eV
**Net charge**: +1

=====

[12]
Entry from the Open Molecules 2025 dataset: an isolated molecule of C18H20N2O5 at a distorted geometry (wB97M-V/def2-TZVPD).

Geometry (Å):
C: 2.426 3.965 0.353
H: 1.889 3.997 -0.591
H: 1.822 4.463 1.108
H: 3.361 4.509 0.242
C: 2.707 2.516 0.758
C: 1.425 1.753 0.937
C: 0.607 1.335 -0.034
C: 0.885 1.501 -1.480
O: 0.062 1.844 -2.290
O: 2.149 1.182 -1.813
C: 2.462 1.278 -3.196
H: 1.814 0.617 -3.776
H: 3.502 0.979 -3.294
H: 2.321 2.303 -3.546
C: -0.717 0.659 0.234
C: -0.973 0.605 1.725
C: -0.049 1.025 2.619
N: -0.157 0.890 3.976
H: -1.070 0.675 4.339
H: 0.432 1.485 4.534
O: 1.129 1.609 2.268
C: -2.177 0.063 2.186
N: -3.160 -0.363 2.607
C: -0.733 -0.748 -0.332
C: 0.433 -1.493 -0.410
C: 0.414 -2.788 -0.911
C: -0.800 -3.335 -1.313
C: -1.968 -2.604 -1.223
C: -1.952 -1.302 -0.737
O: -3.046 -0.496 -0.628
C: -4.313 -1.046 -0.891
H: -4.414 -1.347 -1.939
H: -5.025 -0.252 -0.673
H: -4.518 -1.901 -0.239
H: -2.891 -3.061 -1.541
H: -0.811 -4.343 -1.695
O: 1.516 -3.588 -1.046
C: 2.764 -3.067 -0.665
H: 2.795 -2.834 0.405
H: 3.489 -3.851 -0.882
H: 3.019 -2.169 -1.238
H: 1.354 -1.040 -0.077
H: -1.516 1.221 -0.267
H: 3.240 2.498 1.710
H: 3.321 2.035 0.000

## Properties
**HOMO energy**: -0.2857 Ha
**ΔE to the lowest compared entry with this formula, charge and spin**: 238.8 kJ/mol
**LUMO**: 0.56 eV
**Net charge**: 0
**SMILES**: CCC1=C(C(=O)OC)[C@@H](c2cc(OC)ccc2OC)C(C#N)=C(N)O1

=====

[13]
Entry from the Open Molecules 2025 dataset: a structure of composition C5H11N2 at a distorted geometry (wB97M-V/def2-TZVPD).

Geometry (Å):
C: -1.013 -1.288 0.411
C: 0.433 -1.120 -0.194
C: 1.193 -0.011 0.527
C: 0.495 1.299 0.235
N: 0.655 1.858 -0.955
C: 0.158 3.034 -1.209
N: -1.984 -2.479 0.354
H: -1.242 -2.396 -0.426
H: -0.651 -1.215 1.455
H: 0.906 -2.100 -0.117
H: 0.361 -0.806 -1.237
H: 2.175 0.011 0.055
H: 0.418 1.974 1.096
H: 0.569 3.569 -2.055
H: -0.634 3.442 -0.585
H: -1.598 -0.378 0.334
H: 1.329 -0.048 1.605
H: -1.569 -3.345 0.704

## Properties
**Multiplicity**: 2
**HOMO energy (spin up / spin down)**: -0.2875 / -0.3608 Ha
**ΔE to the lowest compared entry with this formula, charge and spin**: 206.5 kJ/mol
**<S²>**: 0.779
**LUMO (spin up / spin down)**: 1.14 / -0.39 eV
**Net charge**: 0